# 1
Density functional theory data (the ωB97M-V functional and the def2-TZVPD basis) for 4 unconnected molecules or ions with the total composition C5H14NO2 in a non-equilibrium geometry.

Each line ends with the natural charge from an NBO analysis.
CARTESIAN COORDINATES (ANGSTROEM)
1 C -1.43 -1.53 -1.97  -0.386
2 O 0.11 1.75 -1.80  -0.962
3 C -1.44 -2.00 -0.72  -0.182
4 C -0.82 -1.23 0.42  -0.461
5 C -1.67 -0.16 1.10  -0.193
6 C -1.27 1.11 1.24  -0.358
7 N 2.43 1.42 1.71  -1.064
8 H -1.84 -2.07 -2.81  0.200
9 H -0.80 -0.66 -2.12  0.206
10 H 0.61 2.37 -2.33  0.463
11 H -2.02 -2.87 -0.43  0.196
12 H 0.25 -0.92 0.22  0.235
13 H -0.60 -1.95 1.22  0.211
14 H -2.37 -0.64 1.78  0.198
15 H -0.34 1.43 0.81  0.213
16 H -1.86 1.81 1.82  0.197
17 H 2.88 1.11 2.57  0.354
18 H 2.37 0.62 1.07  0.366
19 H 3.14 1.94 1.21  0.343
20 H 0.75 1.17 -1.38  0.480
21 H 2.26 -0.59 -1.11  0.446
22 O 1.67 -0.10 -0.51  -0.504

## Properties
molar mass = 120.2 g/mol
E_HOMO (spin up / spin down) = -9.30 / -9.28 eV
E_tot = -403.9680 hartree
multiplicity = 2
energy above the lowest of the compared OMol25 structures with the same formula, charge and spin = 55.26 kcal/mol



# 2
Density functional theory data (the ωB97M-V functional and the def2-TZVPD basis) for a molecular structure, C34H29CeN7P2SSe2 in a non-equilibrium geometry.

Each line ends with the Löwdin charge.
CARTESIAN COORDINATES (ANGSTROEM)
1 Ce 1.88 0.67 -2.47  0.865
2 C 3.20 -1.07 -6.63  0.033
3 C 3.21 -0.58 -5.21  -0.210
4 N 2.34 0.25 -4.78  -0.153
5 N 1.45 0.72 -5.66  0.041
6 C 0.78 1.74 -5.22  -0.758
7 N -0.24 2.22 -5.93  0.138
8 S 1.20 2.68 -3.79  0.708
9 C 4.18 -1.03 -4.21  -0.166
10 C 5.16 -1.95 -4.42  0.029
11 C 6.00 -2.26 -3.39  0.003
12 C 5.88 -1.62 -2.18  0.000
13 C 4.87 -0.70 -2.00  -0.089
14 N 4.02 -0.43 -2.97  -0.049
15 H 4.08 -1.64 -6.93  0.091
16 H 3.14 -0.18 -7.21  0.092
17 H 2.32 -1.60 -6.83  0.090
18 H -0.42 1.91 -6.88  0.143
19 H -0.68 3.06 -5.64  0.094
20 H 5.26 -2.48 -5.38  0.146
21 H 6.80 -2.95 -3.48  0.128
22 H 6.54 -1.85 -1.34  0.136
23 H 4.71 -0.12 -1.05  0.150
24 Se -2.06 0.40 3.53  0.415
25 P -2.25 -0.89 1.92  0.543
26 C -1.98 -2.63 2.37  -0.347
27 C -1.46 -3.58 1.54  -0.124
28 C -1.46 -4.91 1.87  -0.065
29 C -2.02 -5.29 3.09  -0.061
30 C -2.52 -4.34 3.99  -0.049
31 C -2.56 -3.00 3.60  -0.084
32 C -3.91 -0.99 1.22  -0.338
33 C -5.01 -0.41 1.86  -0.096
34 C -6.28 -0.71 1.43  -0.073
35 C -6.48 -1.66 0.42  -0.063
36 C -5.37 -2.24 -0.20  -0.070
37 C -4.09 -1.95 0.22  -0.091
38 C -1.06 -0.41 0.60  -0.339
39 C -0.02 0.54 0.57  -0.314
40 N 0.58 0.36 -0.63  -0.348
41 N -0.03 -0.65 -1.29  -0.091
42 N -1.00 -1.10 -0.54  0.055
43 P 0.73 2.10 1.16  0.833
44 Se 2.03 2.75 -0.57  0.559
45 C 1.71 1.93 2.62  -0.365
46 C 2.71 2.94 2.75  -0.106
47 C 3.66 2.87 3.75  -0.054
48 C 3.59 1.84 4.67  -0.046
49 C 2.57 0.89 4.62  -0.048
50 C 1.62 0.91 3.60  -0.067
51 C -0.62 3.30 1.33  -0.354
52 C -0.94 3.70 2.61  -0.128
53 C -2.11 4.40 2.84  -0.047
54 C -2.97 4.67 1.75  -0.022
55 C -2.62 4.24 0.46  -0.073
56 C -1.49 3.54 0.26  -0.092
57 H -1.10 -3.30 0.59  0.076
58 H -1.04 -5.63 1.20  0.108
59 H -2.04 -6.35 3.40  0.120
60 H -2.95 -4.69 4.93  0.117
61 H -2.98 -2.26 4.26  0.070
62 H -4.91 0.28 2.68  0.073
63 H -7.21 -0.29 1.89  0.126
64 H -7.52 -1.96 0.09  0.134
65 H -5.49 -3.04 -0.93  0.113
66 H -3.27 -2.47 -0.18  0.074
67 H 2.79 3.69 1.95  0.080
68 H 4.43 3.60 3.83  0.110
69 H 4.32 1.81 5.44  0.110
70 H 2.65 0.05 5.29  0.117
71 H 0.84 0.13 3.59  0.066
72 H -0.35 3.46 3.49  0.117
73 H -2.31 4.69 3.87  0.122
74 H -3.90 5.32 1.80  0.140
75 H -3.32 4.46 -0.33  0.115
76 H -1.23 3.10 -0.68  0.097

## Properties
molar mass = 927.7 g/mol
E_HOMO (spin up / spin down) = -12.23 / -12.23 eV
E_tot = -8054.7154 hartree
charge = +2
energy above the lowest of the compared OMol25 structures with the same formula, charge and spin = 0.00 kcal/mol



# 3
Density functional theory data (the ωB97M-V functional and the def2-TZVPD basis) for a molecular structure, C6H10OS in a non-equilibrium geometry.

Each line ends with the natural charge from an NBO analysis.
CARTESIAN COORDINATES (ANGSTROEM)
1 C 0.37 2.13 -0.29  -0.622
2 C 0.32 0.63 0.01  -0.111
3 C 0.22 0.03 1.39  -0.430
4 C 0.66 -1.34 0.78  -0.293
5 C -0.54 -1.67 -0.12  -0.447
6 C -0.79 -0.23 -0.69  0.080
7 H 1.26 2.57 0.03  0.220
8 H -0.48 2.60 0.21  0.215
9 H 0.26 2.26 -1.35  0.229
10 H 0.94 0.45 2.11  0.225
11 H -0.78 0.04 1.83  0.194
12 H 1.04 -2.14 1.41  0.226
13 H -0.31 -2.45 -0.88  0.225
14 H -1.38 -2.04 0.55  0.213
15 H -1.73 0.13 -0.26  0.178
16 H -0.03 -0.47 -2.39  0.470
17 O -0.85 -0.11 -2.08  -0.702
18 S 1.82 -0.39 -0.27  0.129

## Properties
molar mass = 130.2 g/mol
E_HOMO = -8.67 eV
E_tot = -708.0162 hartree
energy above the lowest of the compared OMol25 structures with the same formula, charge and spin = 21.38 kcal/mol



# 4
Density functional theory data (the ωB97M-V functional and the def2-TZVPD basis) for C20H33N5O4 in the gas phase.

Each line ends with the natural charge from an NBO analysis.
CARTESIAN COORDINATES (ANGSTROEM)
1 C -5.13 3.68 -3.52  -0.619
2 C -4.65 3.35 -2.13  -0.056
3 O -3.29 3.76 -2.02  -0.543
4 C -2.75 3.68 -0.72  0.112
5 C -2.48 2.23 -0.31  -0.439
6 C -1.77 2.19 1.04  -0.209
7 N -0.56 2.99 1.01  -0.441
8 C 0.72 2.52 1.10  0.658
9 O 1.69 3.23 1.00  -0.615
10 C 0.87 1.01 1.35  -0.163
11 O 2.22 0.63 1.23  -0.530
12 C 2.89 0.49 2.47  0.098
13 C 2.53 -0.83 3.19  -0.445
14 C 3.71 -1.50 2.45  -0.045
15 N 3.33 -2.16 1.22  -0.609
16 C 2.86 -3.43 1.23  0.678
17 O 2.86 -4.13 2.23  -0.640
18 C 2.34 -3.96 -0.09  -0.478
19 C 0.97 -4.61 0.09  -0.446
20 C 0.51 -5.31 -1.14  0.363
21 N -0.30 -4.80 -2.05  -0.500
22 C -0.37 -5.78 -2.98  0.138
23 N 0.33 -6.86 -2.70  -0.295
24 N 0.89 -6.54 -1.51  -0.183
25 C 1.76 -7.48 -0.84  -0.408
26 C 4.28 -0.09 2.19  -0.413
27 C -0.79 4.38 0.67  -0.223
28 C -1.47 4.51 -0.70  -0.231
29 C -1.75 5.97 -1.02  -0.608
30 H -6.17 3.37 -3.64  0.211
31 H -5.07 4.75 -3.70  0.212
32 H -4.53 3.17 -4.26  0.214
33 H -5.25 3.87 -1.37  0.160
34 H -4.74 2.27 -1.94  0.160
35 H -3.46 4.12 0.00  0.157
36 H -3.41 1.66 -0.25  0.214
37 H -1.85 1.77 -1.07  0.213
38 H -2.43 2.59 1.82  0.192
39 H -1.54 1.16 1.33  0.214
40 H 0.47 0.76 2.34  0.193
41 H 0.30 0.46 0.61  0.199
42 H 2.83 1.42 3.04  0.186
43 H 2.70 -0.77 4.27  0.219
44 H 1.54 -1.25 3.01  0.214
45 H 4.32 -2.19 3.04  0.223
46 H 3.11 -1.57 0.43  0.408
47 H 2.29 -3.18 -0.85  0.215
48 H 3.07 -4.70 -0.44  0.227
49 H 1.02 -5.30 0.94  0.241
50 H 0.23 -3.85 0.34  0.237
51 H -0.96 -5.71 -3.88  0.196
52 H 2.13 -7.04 0.08  0.218
53 H 1.21 -8.39 -0.61  0.218
54 H 2.60 -7.73 -1.49  0.218
55 H 4.68 0.11 1.19  0.223
56 H 5.00 0.20 2.94  0.222
57 H -1.43 4.83 1.44  0.184
58 H 0.16 4.90 0.67  0.252
59 H -0.80 4.09 -1.45  0.211
60 H -2.42 6.41 -0.27  0.198
61 H -0.83 6.55 -1.02  0.213
62 H -2.22 6.07 -1.99  0.229

## Properties
molar mass = 407.5 g/mol
E_HOMO = -9.34 eV
E_tot = -1356.6450 hartree
structure (SMILES) = CCO[C@H]1CCN(C(=O)CO[C@H]2C[C@@H](NC(=O)CCc3ncnn3C)C2)C[C@@H]1C
energy above the lowest of the compared OMol25 structures with the same formula, charge and spin = 8.04 kcal/mol



# 5
Density functional theory data (the ωB97M-V functional and the def2-TZVPD basis) for 2 unconnected molecules or ions with the total composition C6H10.

Each line ends with the natural charge from an NBO analysis.
CARTESIAN COORDINATES (ANGSTROEM)
1 C 0.59 -1.02 0.38  -0.164
2 C -0.55 -0.43 0.05  -0.040
3 C -1.51 0.54 0.60  -0.389
4 C -0.42 0.96 -0.41  -0.270
5 C 1.07 1.29 -0.24  -0.404
6 C 1.76 -0.09 0.07  -0.436
7 H 0.71 -1.92 0.99  0.207
8 H -1.40 0.72 1.66  0.218
9 H -2.54 0.62 0.24  0.224
10 H -0.87 1.25 -1.36  0.213
11 H 1.44 1.70 -1.18  0.217
12 H 1.29 2.04 0.53  0.209
13 H 2.36 -0.03 0.99  0.211
14 H 2.44 -0.43 -0.73  0.210
15 H -2.46 -2.88 -0.85  -0.013
16 H -1.95 -2.37 -0.68  0.008

## Properties
molar mass = 82.1 g/mol
E_HOMO = -8.34 eV
E_tot = -234.4659 hartree
structure (SMILES) = C1=C2C[C@H]2CC1.[H][H]
energy above the lowest of the compared OMol25 structures with the same formula, charge and spin = 85.70 kcal/mol